Entry 1:
A 2-piece molecular cluster, C2H6NO overall. Source: the OMol25 dataset; level of theory: ωB97M-V/def2-TZVPD.

Last column: Mulliken charge in e.
Atoms and positions in Å:
O (-0.33, 2.26, -0.76)  -0.805
H (0.18, 1.41, -0.74)  0.362
C (1.02, -0.42, -0.04)  -0.939
C (-1.03, -1.43, 0.41)  -0.589
N (-0.08, -1.08, -0.40)  -0.490
H (1.81, -0.32, -0.78)  0.407
H (1.24, -0.19, 1.02)  0.291
H (0.18, 2.81, -0.17)  0.305
H (-1.93, -1.87, -0.01)  0.245
H (-1.04, -1.16, 1.47)  0.212

Molecular weight ... 60.08 g/mol
Charge ... -1
HOMO-LUMO gap ... 5.86 eV

=====

Entry 2:
A 2-piece molecular cluster, C2H9N2S overall. Source: the OMol25 dataset; level of theory: ωB97M-V/def2-TZVPD.

Last column: Mulliken charge in e.
Atoms and positions in Å:
N (1.67, 1.23, -2.38)  -0.694
H (1.01, 0.91, -1.67)  0.337
H (1.35, 1.05, -3.32)  0.209
H (2.50, 0.67, -2.34)  0.195
C (0.01, -0.23, 1.19)  -0.603
C (-1.17, -1.22, 1.40)  -0.648
S (-1.78, -1.97, -0.15)  -0.683
N (-0.21, 0.80, 0.16)  -0.577
H (0.90, -0.81, 0.93)  0.205
H (0.19, 0.31, 2.13)  0.321
H (-1.99, -0.64, 1.85)  0.196
H (-0.89, -1.94, 2.17)  0.296
H (-0.78, 1.54, 0.55)  0.203
H (-0.81, 0.30, -0.51)  0.241

Molecular weight ... 93.17 g/mol
Charge ... -1
HOMO-LUMO gap ... 6.68 eV

=====

Entry 3:
BrCu as an isolated structure. Source: the OMol25 dataset; level of theory: ωB97M-V/def2-TZVPD.

Last column: Löwdin spin population.
Atoms and positions in Å:
Cu (-25.79, 4.77, 10.28)  0.010
Br (-26.26, 2.22, 9.08)  0.990

Molecular weight ... 143.45 g/mol
Charge ... +1
Spin multiplicity ... 2
Expectation value of S² ... 0.753
HOMO-LUMO gap (alpha / beta) ... 9.77 / 7.35 eV

=====

Entry 4:
A 2-piece molecular cluster, CH4NOS overall. Source: the OMol25 dataset; level of theory: ωB97M-V/def2-TZVPD.

Last column: Mulliken charge in e.
Atoms and positions in Å:
C (-0.68, 0.06, 0.14)  -0.691
N (2.10, 0.47, -0.33)  -0.138
O (2.13, -0.58, 0.34)  -0.399
S (0.02, 1.68, 0.16)  -0.503
H (-1.60, 0.05, -0.48)  0.208
H (-0.88, -0.33, 1.19)  0.169
H (0.00, -0.68, -0.35)  0.168
H (1.55, 0.22, -1.26)  0.185

Molecular weight ... 78.12 g/mol
Charge ... -1
HOMO-LUMO gap (alpha / beta) ... 6.93 / 6.93 eV

=====

Entry 5:
One molecule with the formula C24H32N4S2. Source: the OMol25 dataset; level of theory: ωB97M-V/def2-TZVPD.

Last column: Mulliken charge in e.
Atoms and positions in Å:
C (-2.60, -1.22, 1.52)  -1.128
C (-3.42, -2.16, 0.70)  0.772
C (-2.89, -3.39, 0.34)  -0.541
C (-3.64, -4.31, -0.38)  -0.585
C (-4.94, -4.01, -0.74)  -0.553
C (-5.48, -2.78, -0.40)  -0.545
C (-4.72, -1.85, 0.29)  -0.021
N (-5.31, -0.60, 0.62)  -0.050
C (-4.99, 0.61, 0.08)  0.129
S (-5.88, 1.93, 0.51)  -0.464
N (-3.97, 0.65, -0.80)  -0.029
C (-3.53, 1.84, -1.47)  -1.901
C (-2.13, 2.30, -1.03)  0.831
C (-1.05, 1.29, -1.43)  -0.938
C (0.33, 1.74, -0.96)  -0.452
C (0.33, 1.92, 0.56)  2.349
C (1.72, 2.31, 1.09)  -2.255
N (2.72, 1.32, 0.77)  0.083
C (2.83, 0.15, 1.42)  0.163
S (1.84, -0.28, 2.68)  -0.437
N (3.82, -0.71, 1.07)  -0.087
C (4.72, -0.65, 0.00)  0.158
C (4.30, -0.25, -1.27)  -0.420
C (5.19, -0.21, -2.33)  -0.693
C (6.51, -0.58, -2.13)  -0.569
C (6.92, -1.00, -0.87)  -0.705
C (6.05, -1.04, 0.20)  0.846
C (6.51, -1.49, 1.55)  -1.598
C (-0.70, 2.98, 0.94)  -1.506
C (-2.09, 2.56, 0.48)  -0.259
H (-3.21, -0.43, 1.95)  0.320
H (-1.81, -0.75, 0.93)  0.003
H (-2.11, -1.76, 2.33)  0.615
H (-1.89, -3.64, 0.64)  0.457
H (-3.21, -5.27, -0.64)  0.395
H (-5.54, -4.73, -1.28)  0.382
H (-6.49, -2.53, -0.68)  0.463
H (-6.20, -0.62, 1.09)  0.282
H (-3.51, -0.22, -1.03)  0.368
H (-3.53, 1.67, -2.55)  0.429
H (-4.26, 2.62, -1.23)  0.589
H (-1.92, 3.24, -1.55)  0.319
H (-1.06, 1.17, -2.52)  0.371
H (-1.28, 0.32, -0.98)  0.216
H (0.59, 2.68, -1.44)  0.263
H (1.07, 0.99, -1.25)  -0.201
H (0.05, 0.98, 1.03)  -0.460
H (1.66, 2.40, 2.18)  0.427
H (2.04, 3.26, 0.66)  0.438
H (3.41, 1.54, 0.07)  0.408
H (3.95, -1.47, 1.73)  0.314
H (3.26, -0.02, -1.44)  0.684
H (4.85, 0.10, -3.30)  0.409
H (7.21, -0.55, -2.95)  0.390
H (7.95, -1.29, -0.72)  0.337
H (6.06, -2.45, 1.81)  0.373
H (7.59, -1.61, 1.57)  0.406
H (6.23, -0.77, 2.32)  0.337
H (-0.43, 3.94, 0.47)  0.334
H (-0.70, 3.13, 2.02)  0.479
H (-2.82, 3.33, 0.73)  0.458
H (-2.38, 1.65, 1.01)  -0.200

Molecular weight ... 440.68 g/mol
SMILES ... Cc1ccccc1NC(=S)NC[C@H]1CC[C@H](CNC(=S)Nc2ccccc2C)CC1
HOMO-LUMO gap ... 8.53 eV

=====

Entry 6:
C11H14Cl2O3RuS as an isolated structure. Source: the OMol25 dataset; level of theory: ωB97M-V/def2-TZVPD.

Last column: Mulliken charge in e.
Atoms and positions in Å:
Ru (0.25, 1.50, 0.33)  0.602
C (2.30, 2.43, 0.17)  -0.249
C (1.29, 3.39, -0.19)  -0.151
C (0.44, 3.59, 0.93)  -0.353
C (0.89, 2.72, 1.97)  -0.073
C (2.05, 2.02, 1.49)  -0.639
H (3.07, 2.06, -0.49)  0.466
H (1.17, 3.83, -1.17)  0.450
H (-0.41, 4.25, 0.97)  0.500
H (0.44, 2.63, 2.95)  0.443
H (2.63, 1.29, 2.04)  0.529
Cl (-4.55, 1.18, -0.36)  -0.080
C (-3.28, 1.87, -1.34)  0.353
Cl (-3.46, 3.61, -1.61)  -0.086
C (-1.94, 1.70, -0.68)  0.770
O (-0.85, 1.90, -1.31)  -0.526
O (-1.78, 1.40, 0.55)  -0.572
H (-3.27, 1.38, -2.31)  0.305
O (0.29, -0.44, -0.02)  -0.617
S (-0.62, -1.72, 0.15)  0.472
C (0.37, -2.79, 1.24)  -0.602
C (0.60, -4.08, 0.46)  -0.609
C (0.86, -3.66, -0.98)  -0.564
C (-0.26, -2.69, -1.34)  -0.677
H (-0.16, -2.90, 2.19)  0.439
H (1.30, -2.24, 1.39)  0.287
H (-0.28, -4.73, 0.52)  0.320
H (1.43, -4.63, 0.90)  0.347
H (0.85, -4.51, -1.67)  0.366
H (1.84, -3.17, -1.07)  0.291
H (-1.19, -3.20, -1.57)  0.462
H (-0.04, -1.97, -2.13)  0.396

Molecular weight ... 398.27 g/mol
Charge ... +2
HOMO-LUMO gap (alpha / beta) ... 6.89 / 6.89 eV